41
Properties=species:S:1:pos:R:3:forces:R:3:mulliken_charge:R:1 method="wB97M-V/def2-TZVPD" energy_ha=-2935.15204 total_charge=-1 gap_ev=4.166
Cl -6.147 0.849 -1.749 -0.38 0.52 0.30 -0.17
Cl -1.181 -2.745 -1.310 0.01 0.13 -0.50 -0.27
Cl -3.169 -3.076 -3.496 -0.11 -0.51 -0.05 -0.17
Cl -6.033 -2.094 -2.776 0.07 0.21 -0.06 -0.16
O -1.995 -0.297 0.627 -0.52 -0.11 -2.80 -0.43
O 1.349 2.504 0.365 -0.05 1.28 -1.42 -0.38
O 2.479 0.103 0.141 0.19 -0.84 0.42 -0.57
O -3.516 1.832 -0.681 -0.54 -2.54 -0.44 -0.57
O 0.779 0.404 1.868 0.63 -1.79 -0.52 -0.53
O 0.400 -0.948 -0.250 0.31 -1.76 1.14 -0.16
C -3.562 0.628 -0.938 1.73 2.29 0.47 0.04
C -0.268 2.314 -1.175 0.88 -0.74 0.70 -0.49
C -3.372 -1.888 -2.297 2.27 1.14 0.96 0.23
C 2.292 -3.102 2.072 -0.09 -0.34 -0.03 -2.11
C 1.821 -1.780 1.554 -0.30 0.82 0.01 1.52
C 2.892 -1.179 0.582 -0.70 0.40 -0.17 -0.80
C 2.414 4.573 -0.033 0.89 0.79 0.48 -1.25
C 0.448 1.637 -0.206 0.64 -0.68 0.23 0.62
C -4.697 -0.029 -1.599 -1.07 -1.61 -1.04 0.03
C -2.300 -1.457 -1.507 -0.58 -2.70 -0.81 0.36
C 0.344 3.611 -1.323 0.65 0.17 0.95 -1.02
C 1.333 3.667 -0.349 -1.83 -1.14 -1.34 0.42
C 0.565 -2.035 0.699 -0.22 1.11 -0.58 -0.90
C -4.649 -1.285 -2.181 -0.36 2.61 0.93 0.16
C -2.370 -0.336 -0.542 -2.05 0.09 2.36 0.88
C 1.288 -0.726 2.564 0.03 0.34 0.18 -0.98
B 1.023 0.159 0.405 -0.93 3.63 -0.73 0.81
H 2.350 5.503 -0.595 -0.09 0.07 0.08 0.34
H 2.900 -1.929 -0.237 0.29 0.29 -0.14 0.27
H 2.451 -3.715 1.185 0.26 -0.26 -0.04 0.43
H 1.493 -3.602 2.619 0.12 -0.05 0.41 0.40
H 3.394 4.119 -0.246 -0.19 0.03 0.04 0.23
H 3.926 -1.079 0.962 -0.43 -0.33 0.32 0.29
H 0.408 -1.114 3.102 0.42 -0.54 0.26 0.41
H -1.115 1.871 -1.677 0.18 0.26 -0.32 0.35
H 3.232 -3.072 2.625 -0.13 0.07 0.26 0.40
H 2.380 4.772 1.043 0.21 0.27 -0.05 0.27
H 2.048 -0.437 3.308 0.08 0.06 -0.11 0.28
H 0.110 4.379 -2.069 0.11 -0.31 0.50 0.34
H 0.608 -3.013 0.211 0.31 0.18 -0.11 0.59
H -0.353 -1.986 1.305 0.30 -0.51 0.26 0.29